ORCA calculation (ωB97M-V/def2-TZVPD) on a cluster of 4 separate species, C38H74Cl2N3O in total at a distorted geometry.

Each line ends with the Löwdin charge.
Atoms and positions in Å:
1 C 2.754 5.634 -5.175  0.12
2 C 1.964 4.725 -5.144  -0.12
3 C 0.726 3.871 -4.943  -0.10
4 C 0.961 2.714 -3.973  -0.16
5 C 0.845 1.358 -4.341  0.07
6 N 1.105 0.672 -3.162  0.00
7 C 0.997 -0.805 -3.259  -0.09
8 C 2.302 -1.598 -2.923  -0.15
9 C 2.017 -2.993 -2.261  -0.14
10 C 2.070 -2.868 -0.709  -0.21
11 N 1.234 -3.850 0.004  -0.10
12 C -0.207 -3.495 -0.061  -0.06
13 C 1.574 -3.725 1.430  -0.47
14 C 1.596 -2.342 2.157  0.01
15 O 1.832 -4.691 2.091  0.12
16 C 1.370 1.474 -2.112  -0.18
17 C 1.681 1.001 -0.693  -0.53
18 Cl 1.133 2.132 0.589  0.71
19 C 3.220 0.627 -0.464  -0.69
20 C 4.187 1.199 -1.544  -0.13
21 Cl 3.867 1.211 1.133  0.60
22 N 1.284 2.719 -2.644  0.03
23 C 1.491 4.010 -1.963  -0.11
24 C 0.232 4.592 -1.222  -0.20
25 C -1.149 4.002 -1.657  -0.24
26 C -2.150 4.084 -0.434  -0.10
27 H 3.342 6.545 -5.095  0.06
28 H 0.374 3.490 -5.921  0.13
29 H -0.112 4.476 -4.528  0.13
30 H 0.579 0.942 -5.314  0.15
31 H 0.145 -1.214 -2.670  0.14
32 H 0.753 -1.031 -4.315  0.13
33 H 3.057 -1.016 -2.365  0.08
34 H 2.786 -1.841 -3.897  0.12
35 H 1.070 -3.448 -2.613  0.12
36 H 2.825 -3.699 -2.551  0.12
37 H 3.110 -2.933 -0.317  0.12
38 H 1.697 -1.845 -0.447  0.07
39 H -0.696 -3.708 0.913  0.08
40 H -0.724 -4.079 -0.853  0.10
41 H -0.385 -2.408 -0.261  0.08
42 H 1.533 -2.433 3.251  0.09
43 H 2.516 -1.793 1.852  0.07
44 H 0.731 -1.749 1.772  0.08
45 H 1.094 0.069 -0.542  0.09
46 H 3.339 -0.474 -0.464  0.06
47 H 3.894 0.915 -2.573  0.08
48 H 4.350 2.289 -1.417  0.08
49 H 5.178 0.730 -1.355  0.09
50 H 1.906 4.790 -2.624  0.11
51 H 2.268 3.836 -1.187  0.11
52 H 0.201 5.678 -1.472  0.12
53 H 0.345 4.564 -0.120  0.07
54 H -1.133 2.938 -1.956  0.10
55 H -1.576 4.681 -2.423  0.10
56 H -1.932 3.205 0.214  0.07
57 H -2.050 5.021 0.140  0.08
58 H -3.180 3.913 -0.814  0.07
59 C -6.974 3.722 1.349  -0.11
60 C -6.844 4.180 -0.099  -0.27
61 C -6.315 5.608 -0.236  -0.24
62 C -7.201 6.692 0.381  -0.23
63 C -8.629 6.744 -0.163  -0.27
64 C -8.697 7.063 -1.652  -0.11
65 H -7.687 4.333 1.904  0.07
66 H -7.329 2.691 1.389  0.07
67 H -6.009 3.767 1.859  0.07
68 H -7.808 4.082 -0.605  0.10
69 H -6.157 3.505 -0.619  0.09
70 H -6.152 5.825 -1.296  0.10
71 H -5.325 5.665 0.232  0.10
72 H -6.723 7.663 0.216  0.11
73 H -7.242 6.559 1.465  0.10
74 H -9.178 7.515 0.384  0.11
75 H -9.148 5.802 0.035  0.10
76 H -8.227 8.026 -1.865  0.08
77 H -9.736 7.117 -1.981  0.07
78 H -8.201 6.299 -2.253  0.06
79 C 8.931 -2.538 -0.358  -0.11
80 C 8.562 -3.989 -0.072  -0.27
81 C 7.279 -4.436 -0.772  -0.22
82 C 6.017 -3.678 -0.355  -0.24
83 C 5.694 -3.731 1.139  -0.27
84 C 5.418 -5.142 1.649  -0.10
85 H 8.167 -1.846 0.004  0.06
86 H 9.866 -2.279 0.142  0.07
87 H 9.066 -2.375 -1.430  0.07
88 H 8.480 -4.142 1.008  0.10
89 H 9.380 -4.630 -0.409  0.11
90 H 7.137 -5.506 -0.603  0.10
91 H 7.408 -4.322 -1.854  0.11
92 H 5.168 -4.088 -0.917  0.10
93 H 6.101 -2.629 -0.661  0.09
94 H 4.806 -3.114 1.323  0.08
95 H 6.504 -3.282 1.720  0.10
96 H 4.578 -5.590 1.113  0.07
97 H 5.165 -5.116 2.709  0.08
98 H 6.286 -5.793 1.534  0.07
99 C -1.785 -5.793 3.554  -0.10
100 C -2.635 -4.632 3.050  -0.27
101 C -2.350 -3.317 3.774  -0.23
102 C -2.647 -3.324 5.275  -0.23
103 C -4.087 -3.678 5.646  -0.27
104 C -5.110 -2.684 5.107  -0.11
105 H -1.981 -6.011 4.604  0.07
106 H -2.008 -6.699 2.986  0.07
107 H -0.720 -5.576 3.438  0.07
108 H -3.695 -4.889 3.129  0.10
109 H -2.435 -4.490 1.983  0.08
110 H -2.918 -2.515 3.291  0.10
111 H -1.293 -3.056 3.634  0.09
112 H -2.409 -2.334 5.679  0.11
113 H -1.972 -4.022 5.779  0.10
114 H -4.166 -3.703 6.736  0.11
115 H -4.334 -4.685 5.298  0.10
116 H -4.910 -1.678 5.482  0.07
117 H -6.115 -2.966 5.423  0.07
118 H -5.106 -2.651 4.015  0.06

The calculation puts the gap between HOMO and LUMO at 8.94 eV. As for the charge: +1. The total energy comes out at -2651.8547 Ha. For the LUMO energy, the calculation gives -2.881 eV.

---

ORCA calculation (ωB97M-V/def2-TZVPD) on a cluster of 7 separate species, C38H74ClIN2O10 in total at a distorted geometry.

Each line ends with the Löwdin charge.
Atoms and positions in Å:
1 C 4.441 -0.752 1.786  -0.13
2 C 3.601 -1.774 0.867  -0.24
3 C 2.152 -2.034 1.525  -0.16
4 C 1.012 -1.473 0.547  -0.19
5 O 0.568 -0.107 0.890  -0.11
6 C -0.821 -0.099 0.500  -0.10
7 C -1.939 -0.135 1.573  -0.10
8 N -1.490 -0.175 3.002  0.06
9 C -3.437 -0.166 1.165  0.04
10 C -3.850 -0.167 -0.361  0.01
11 C -2.724 -0.122 -1.414  -0.01
12 C -3.045 -0.156 -2.976  -0.14
13 O -2.509 -1.428 -3.480  -0.19
14 C -3.226 -2.553 -2.913  -0.23
15 C -2.384 -3.421 -1.853  -0.06
16 C -1.199 -0.084 -1.027  -0.08
17 N -0.106 -0.043 -2.002  -0.02
18 C 0.134 1.322 -2.553  -0.21
19 C 0.850 2.332 -1.531  -0.23
20 C 2.453 2.368 -1.631  -0.11
21 C -5.401 -0.210 -0.659  -0.31
22 O -5.950 -0.631 -1.703  0.00
23 C -6.391 0.291 0.514  -0.56
24 I -8.376 0.982 -0.091  0.83
25 C -6.055 0.282 1.890  -0.55
26 Cl -7.279 0.834 3.142  0.55
27 C -4.597 -0.238 2.283  -0.27
28 O -4.381 -0.721 3.431  0.04
29 H 4.272 0.323 1.421  0.07
30 H 5.560 -0.962 1.729  0.07
31 H 4.099 -0.856 2.868  0.07
32 H 4.211 -2.753 0.792  0.11
33 H 3.529 -1.378 -0.212  0.10
34 H 2.014 -3.183 1.551  0.12
35 H 2.057 -1.677 2.603  0.11
36 H 0.089 -2.152 0.613  0.12
37 H 1.403 -1.555 -0.527  0.11
38 H -0.745 -0.896 2.989  0.08
39 H -1.066 0.740 3.207  0.09
40 H -2.454 0.650 -3.557  0.12
41 H -4.140 0.003 -3.247  0.13
42 H -4.220 -2.291 -2.419  0.11
43 H -3.485 -3.256 -3.792  0.12
44 H -3.155 -3.859 -1.113  0.09
45 H -1.799 -4.283 -2.323  0.06
46 H -1.665 -2.797 -1.210  0.06
47 H -0.212 -0.759 -2.734  0.11
48 H -0.871 1.818 -2.844  0.10
49 H 0.725 1.263 -3.545  0.13
50 H 0.451 2.119 -0.481  0.09
51 H 0.485 3.391 -1.820  0.10
52 H 2.847 2.453 -0.548  0.07
53 H 2.921 1.504 -2.205  0.07
54 H 2.769 3.353 -2.137  0.07
55 C -1.779 -5.597 -5.715  -0.05
56 C -1.178 -6.276 -4.495  -0.50
57 C -0.609 -7.641 -4.845  -0.06
58 O -2.182 -6.424 -3.491  -0.07
59 H -2.603 -6.190 -6.126  0.08
60 H -2.194 -4.621 -5.447  0.07
61 H -1.028 -5.454 -6.497  0.08
62 H -0.389 -5.646 -4.075  0.12
63 H -1.392 -8.305 -5.226  0.08
64 H -0.190 -8.122 -3.957  0.08
65 H 0.176 -7.559 -5.601  0.07
66 H -2.885 -6.980 -3.851  0.09
67 C -1.001 5.201 0.434  -0.06
68 C 0.094 6.194 0.787  -0.50
69 C -0.477 7.578 1.055  -0.06
70 O 1.032 6.269 -0.286  -0.07
71 H -1.530 5.508 -0.475  0.09
72 H -0.574 4.215 0.233  0.06
73 H -1.727 5.109 1.246  0.08
74 H 0.637 5.844 1.669  0.13
75 H -0.987 7.968 0.168  0.08
76 H 0.323 8.284 1.296  0.07
77 H -1.188 7.558 1.885  0.08
78 H 0.561 6.578 -1.072  0.09
79 C 3.560 7.014 3.653  -0.06
80 C 4.664 7.254 2.635  -0.50
81 C 4.305 8.387 1.687  -0.06
82 O 4.887 6.062 1.886  -0.06
83 H 2.626 6.730 3.155  0.07
84 H 3.825 6.190 4.320  0.08
85 H 3.376 7.907 4.255  0.08
86 H 5.597 7.491 3.155  0.14
87 H 3.398 8.151 1.122  0.07
88 H 5.102 8.541 0.954  0.08
89 H 4.145 9.322 2.230  0.08
90 H 4.066 5.844 1.422  0.08
91 C -6.519 -3.855 4.924  -0.06
92 C -7.530 -4.191 3.839  -0.50
93 C -7.685 -3.044 2.854  -0.07
94 O -8.793 -4.475 4.440  -0.06
95 H -6.839 -2.981 5.500  0.08
96 H -6.426 -4.683 5.632  0.08
97 H -5.534 -3.648 4.496  0.08
98 H -7.213 -5.092 3.308  0.14
99 H -8.046 -2.142 3.358  0.06
100 H -8.423 -3.294 2.086  0.08
101 H -6.735 -2.813 2.364  0.07
102 H -9.082 -3.683 4.913  0.09
103 C 6.651 2.517 3.176  -0.06
104 C 5.893 1.944 4.364  -0.50
105 C 6.504 2.396 5.681  -0.07
106 O 5.913 0.519 4.296  -0.07
107 H 7.692 2.179 3.178  0.08
108 H 6.208 2.175 2.237  0.07
109 H 6.639 3.610 3.191  0.08
110 H 4.846 2.256 4.317  0.14
111 H 7.540 2.054 5.769  0.08
112 H 5.957 1.967 6.525  0.08
113 H 6.487 3.485 5.770  0.08
114 H 6.835 0.231 4.336  0.09
115 C 2.676 -3.291 -6.270  -0.06
116 C 1.921 -3.882 -5.090  -0.50
117 C 2.551 -3.475 -3.768  -0.06
118 O 1.917 -5.305 -5.195  -0.07
119 H 3.712 -3.646 -6.288  0.08
120 H 2.219 -3.601 -7.213  0.08
121 H 2.683 -2.198 -6.227  0.08
122 H 0.878 -3.551 -5.118  0.13
123 H 3.582 -3.836 -3.699  0.08
124 H 2.005 -3.916 -2.930  0.08
125 H 2.554 -2.388 -3.650  0.08
126 H 2.834 -5.609 -5.172  0.09

The calculation puts the gap between HOMO and LUMO at 7.46 eV. The total energy comes out at -3111.7692 Ha. The SMILES is CCCCOc1c(N)c2c(c(COCC)c1NCCC)C(=O)C(I)=C(Cl)C2=O.CC(C)O.CC(C)O.CC(C)O.CC(C)O.CC(C)O.CC(C)O. For the LUMO energy, the calculation gives -1.571 eV.

---

ORCA calculation (ωB97M-V/def2-TZVPD) on a cluster of 9 separate species, C38H76ClN12O10S2 in total at a distorted geometry.

Each line ends with the Löwdin charge.
Atoms and positions in Å:
1 N 2.416 -2.715 2.957  -0.02
2 C 1.935 -3.478 4.134  -0.25
3 C 0.395 -3.512 4.296  -0.19
4 C -0.348 -2.356 3.599  -0.15
5 C -1.310 -2.788 2.457  -0.12
6 N -0.812 -2.298 1.153  0.04
7 C 0.069 -3.026 0.433  -0.51
8 S 0.679 -4.622 0.888  0.92
9 C 0.552 -2.517 -0.757  -0.02
10 C 0.120 -1.290 -1.237  -0.04
11 C 0.657 -0.804 -2.566  -0.47
12 O 0.198 -1.271 -3.569  0.18
13 O 1.573 0.162 -2.533  0.01
14 C 2.703 -0.140 -1.657  -0.12
15 C 2.770 0.835 -0.472  -0.22
16 C 3.095 0.148 0.846  -0.58
17 Cl 4.838 -0.305 0.971  0.55
18 C -0.828 -0.567 -0.502  -0.17
19 N -1.316 0.658 -0.965  0.17
20 C -1.256 -1.104 0.708  -0.17
21 N -2.189 -0.396 1.499  0.11
22 C -1.831 0.712 1.929  -0.74
23 S -1.542 2.181 2.292  0.91
24 H 3.119 -2.058 3.274  0.06
25 H 2.902 -3.313 2.303  0.05
26 H 2.444 -3.117 5.027  0.11
27 H 2.264 -4.515 4.008  0.10
28 H 0.187 -3.452 5.368  0.11
29 H -0.042 -4.461 3.979  0.09
30 H 0.316 -1.556 3.274  0.10
31 H -1.016 -1.920 4.347  0.11
32 H -1.457 -3.862 2.428  0.09
33 H -2.294 -2.374 2.651  0.10
34 H -0.402 -5.248 1.396  -0.09
35 H 1.271 -3.079 -1.339  0.13
36 H 2.715 -1.177 -1.313  0.12
37 H 3.600 -0.012 -2.270  0.12
38 H 3.562 1.569 -0.674  0.07
39 H 1.846 1.407 -0.341  0.12
40 H 2.506 -0.751 1.045  0.04
41 H 2.919 0.829 1.679  0.07
42 H -1.126 0.798 -1.949  0.11
43 H -2.317 0.713 -0.805  0.11
44 C 4.022 5.817 -0.982  0.00
45 C 4.305 4.436 -0.461  -0.52
46 O 3.948 3.429 -1.063  0.01
47 N 4.975 4.328 0.712  0.02
48 C 5.478 5.389 1.567  -0.07
49 H 3.485 5.735 -1.922  0.08
50 H 3.403 6.369 -0.273  0.07
51 H 4.955 6.355 -1.160  0.09
52 H 5.129 3.374 1.001  0.14
53 H 6.558 5.274 1.674  0.08
54 H 5.014 5.292 2.551  0.08
55 H 5.259 6.372 1.165  0.07
56 C 1.842 6.263 4.357  -0.01
57 C 2.074 7.047 3.088  -0.56
58 O 1.915 6.554 1.979  0.02
59 N 2.469 8.339 3.209  0.01
60 C 2.709 9.098 4.424  -0.07
61 H 1.533 5.257 4.091  0.08
62 H 2.760 6.203 4.943  0.08
63 H 1.056 6.724 4.955  0.09
64 H 2.604 8.802 2.324  0.14
65 H 2.048 9.965 4.449  0.09
66 H 3.741 9.449 4.438  0.08
67 H 2.530 8.494 5.307  0.07
68 C 3.048 -0.281 -5.217  0.00
69 C 4.542 -0.076 -5.191  -0.54
70 O 5.147 0.065 -4.134  0.02
71 N 5.201 -0.055 -6.373  0.01
72 C 4.655 -0.207 -7.712  -0.06
73 H 2.696 -0.264 -4.189  0.04
74 H 2.554 0.519 -5.769  0.10
75 H 2.800 -1.244 -5.667  0.09
76 H 6.194 0.086 -6.277  0.14
77 H 5.118 -1.065 -8.203  0.06
78 H 4.879 0.687 -8.296  0.09
79 H 3.580 -0.353 -7.688  0.07
80 C -3.158 -5.613 5.375  0.00
81 C -3.926 -4.643 4.512  -0.53
82 O -3.598 -3.462 4.415  0.00
83 N -4.998 -5.115 3.840  0.03
84 C -5.532 -6.467 3.828  -0.06
85 H -2.333 -5.086 5.846  0.08
86 H -3.799 -6.023 6.156  0.09
87 H -2.755 -6.427 4.771  0.09
88 H -5.464 -4.416 3.283  0.13
89 H -5.521 -6.851 2.808  0.09
90 H -6.563 -6.452 4.184  0.09
91 H -4.949 -7.126 4.462  0.07
92 C -4.698 -3.081 -0.910  0.00
93 C -3.662 -4.153 -1.161  -0.56
94 O -3.475 -5.069 -0.372  0.01
95 N -2.934 -4.064 -2.301  0.02
96 C -3.011 -3.051 -3.344  -0.06
97 H -5.192 -3.289 0.035  0.07
98 H -4.228 -2.098 -0.850  0.07
99 H -5.447 -3.078 -1.702  0.09
100 H -2.261 -4.807 -2.408  0.14
101 H -3.251 -3.524 -4.296  0.09
102 H -2.039 -2.562 -3.430  0.06
103 H -3.766 -2.306 -3.117  0.07
104 C 7.099 -4.458 -7.881  -0.01
105 C 7.343 -3.372 -8.901  -0.55
106 O 6.426 -2.807 -9.478  0.02
107 N 8.632 -3.037 -9.163  0.01
108 C 9.843 -3.591 -8.584  -0.07
109 H 6.028 -4.610 -7.785  0.08
110 H 7.557 -5.395 -8.201  0.09
111 H 7.500 -4.169 -6.909  0.08
112 H 8.724 -2.308 -9.853  0.14
113 H 10.407 -2.798 -8.090  0.08
114 H 10.463 -4.018 -9.373  0.08
115 H 9.614 -4.364 -7.859  0.07
116 C -7.347 1.071 3.362  0.01
117 C -5.957 1.078 2.775  -0.54
118 O -5.452 2.090 2.303  0.01
119 N -5.261 -0.086 2.781  0.02
120 C -5.656 -1.391 3.282  -0.07
121 H -7.770 2.070 3.284  0.07
122 H -7.988 0.378 2.817  0.09
123 H -7.315 0.789 4.415  0.09
124 H -4.343 -0.002 2.374  0.08
125 H -4.950 -1.703 4.047  0.06
126 H -5.614 -2.107 2.457  0.07
127 H -6.660 -1.381 3.696  0.08
128 C -9.247 6.089 0.975  -0.01
129 C -8.532 5.197 1.962  -0.56
130 O -9.057 4.831 3.004  0.02
131 N -7.269 4.804 1.657  0.01
132 C -6.484 5.124 0.483  -0.08
133 H -10.237 6.311 1.361  0.08
134 H -8.705 7.026 0.842  0.08
135 H -9.352 5.588 0.012  0.08
136 H -6.850 4.208 2.357  0.11
137 H -6.213 4.202 -0.034  0.08
138 H -5.566 5.631 0.785  0.08
139 H -7.034 5.766 -0.197  0.07

The calculation puts the gap between HOMO and LUMO at 7.03 eV. As for the charge: +1. The total energy comes out at -4159.4712 Ha. For the LUMO energy, the calculation gives -3.380 eV.